1.
{"formula": "C43H62BrFN4NaO2PSSi", "method": "wB97M-V/def2-TZVPD", "total_charge": -2, "lumo_ha": 0.12558, "orbital_gap_ha": 0.0819, "relative_energy_kj_mol": 22.5, "multiplicity": 1, "elements": ["Na", "C", "C", "N", "N", "C", "N", "S", "C", "C", "C", "C", "C", "N", "H", "H", "H", "H", "H", "H", "H", "H", "H", "H", "C", "Si", "C", "C", "H", "H", "H", "H", "H", "H", "H", "H", "H", "Br", "C", "C", "C", "C", "C", "C", "C", "O", "O", "H", "H", "H", "H", "F", "C", "C", "C", "C", "C", "C", "C", "H", "H", "H", "H", "H", "H", "C", "C", "C", "C", "C", "C", "P", "C", "C", "C", "C", "C", "C", "C", "C", "C", "C", "C", "C", "H", "H", "H", "H", "H", "H", "H", "H", "H", "H", "H", "H", "H", "H", "H", "H", "H", "H", "H", "H", "H", "H", "H", "H", "H", "H", "H", "H", "H", "H", "H", "H", "H"], "positions_angstrom": [[-0.554783, 0.190221, -0.031491], [-4.819212, -0.365242, 0.634144], [-3.343542, -0.123458, 0.900041], [-2.398591, -0.906625, 0.299722], [-2.652014, -1.199258, -1.000388], [-2.275296, -2.279602, -1.663070], [-2.349004, -2.209536, -3.060918], [-1.790477, -3.729803, -0.975415], [-2.980883, 0.839185, 1.823964], [-3.940321, 1.420769, 2.722075], [-3.577448, 2.390823, 3.598552], [-2.229789, 2.802990, 3.643095], [-1.353915, 2.175454, 2.776237], [-1.655205, 1.245226, 1.897522], [-4.970668, -1.007658, -0.232624], [-5.353442, 0.570429, 0.462174], [-5.287537, -0.857892, 1.492728], [-3.005666, -0.428177, -1.576456], [-3.045471, -1.567462, -3.420972], [-2.401355, -3.127675, -3.479621], [-4.955270, 1.046399, 2.725598], [-4.310963, 2.820712, 4.276377], [-1.881245, 3.560136, 4.331470], [-0.303728, 2.451568, 2.798743], [4.042779, 4.360656, 0.352311], [3.066410, 2.896423, -0.434293], [3.077928, 3.140152, -2.325443], [3.891096, 1.233585, -0.015820], [5.015163, 4.504063, -0.109825], [4.203491, 4.214114, 1.415043], [3.479103, 5.283631, 0.241211], [4.059339, 2.947114, -2.751269], [2.771867, 4.139107, -2.622625], [2.387124, 2.436131, -2.779807], [4.909461, 1.171828, -0.390162], [3.300068, 0.453776, -0.484510], [3.905672, 1.031745, 1.051375], [1.559368, 1.091638, -8.281571], [1.234767, 0.936424, -6.398021], [0.388785, 1.861160, -5.783738], [0.122173, 1.712121, -4.446738], [0.687911, 0.671363, -3.694424], [1.549959, -0.229664, -4.339661], [1.814377, -0.112292, -5.684403], [0.348829, 0.585736, -2.241848], [-0.619885, 1.271342, -1.834724], [1.048793, -0.125396, -1.485003], [-0.041682, 2.677304, -6.350130], [-0.529663, 2.396719, -3.926223], [1.992864, -1.025498, -3.760479], [2.460993, -0.813255, -6.196427], [-0.497122, 8.231600, 0.690764], [-0.081992, 6.926006, 0.608305], [-0.341565, 6.210875, -0.544172], [0.087585, 4.890478, -0.617509], [0.776966, 4.305604, 0.439624], [1.308667, 2.926983, 0.309558], [1.012305, 5.056415, 1.588331], [0.588535, 6.377634, 1.681160], [-0.872134, 6.674033, -1.362903], [-0.127168, 4.300919, -1.496375], [1.327720, 2.438585, 1.282547], [0.652907, 2.345670, -0.333896], [1.532071, 4.609400, 2.424875], [0.767981, 6.968853, 2.567472], [4.974142, -1.786107, 4.654705], [4.114577, -0.548189, 4.440968], [2.701068, -0.965334, 4.022818], [2.691959, -2.163638, 3.058370], [4.031624, -2.250422, 2.339640], [5.190174, -2.498877, 3.313709], [1.276062, -1.891464, 1.813554], [-0.228293, -2.452843, 2.785530], [-0.158951, -3.727343, 3.654571], [-0.323773, -3.426237, 5.144116], [-1.669080, -2.756072, 5.435299], [-2.039703, -1.761521, 4.325462], [-0.795126, -1.286174, 3.590930], [1.403169, -3.315520, 0.602517], [1.797467, -4.705469, 1.132140], [2.544126, -5.518697, 0.071797], [1.858912, -5.343290, -1.277826], [1.972735, -3.889264, -1.760001], [2.249205, -2.922539, -0.607806], [4.461955, -2.449415, 5.355574], [5.938173, -1.521383, 5.097752], [4.574700, 0.066576, 3.665745], [4.067306, 0.046870, 5.357718], [2.206434, -0.111372, 3.549091], [2.133358, -1.219918, 4.920361], [2.526731, -3.087424, 3.621162], [4.180699, -1.319251, 1.793827], [4.013879, -3.058040, 1.612800], [6.122149, -2.151792, 2.855680], [5.299596, -3.572910, 3.490563], [-0.941390, -2.618931, 1.967865], [0.781897, -4.261242, 3.521277], [-0.955895, -4.409602, 3.349133], [0.489332, -2.773698, 5.470371], [-0.243147, -4.355883, 5.720533], [-1.604244, -2.241280, 6.398853], [-2.451168, -3.516256, 5.521985], [-2.585800, -0.911686, 4.738904], [-2.689995, -2.240781, 3.592741], [-0.076893, -0.885914, 4.306688], [-1.058329, -0.490971, 2.898314], [0.373164, -3.368154, 0.223909], [0.888886, -5.249052, 1.397479], [2.427225, -4.638275, 2.022984], [2.551269, -6.575426, 0.363924], [3.585799, -5.191485, 0.003169], [0.804160, -5.599862, -1.162070], [2.295163, -6.024962, -2.015378], [1.033209, -3.604732, -2.231464], [2.765242, -3.797097, -2.507758], [1.968409, -1.918590, -0.918079], [3.315242, -2.916064, -0.371795]], "forces_ev_per_angstrom": [[0.2, -0.1, 1.6], [0.2, -0.1, 0.3], [-1.1, 1.0, 0.1], [0.8, -1.3, 0.4], [-0.1, 0.0, -1.1], [-0.6, 0.3, 0.2], [0.0, 0.3, -0.2], [0.2, -0.7, 0.3], [-0.5, -0.7, -1.1], [-0.5, 0.3, 0.4], [-0.2, -0.2, 0.0], [0.3, 0.5, 0.4], [0.1, 0.0, -0.1], [0.7, 0.2, 0.0], [0.1, -0.1, 0.0], [-0.1, 0.0, 0.0], [-0.3, -0.2, 0.1], [0.0, 0.1, -0.1], [0.0, 0.1, 0.0], [0.0, 0.1, 0.2], [-0.1, 0.0, -0.1], [0.0, 0.0, 0.0], [0.0, 0.1, 0.0], [0.2, 0.1, 0.1], [-0.4, -0.5, -0.4], [0.5, 0.1, 0.2], [-0.2, -0.2, 0.6], [-0.3, 0.6, -0.2], [0.2, -0.1, -0.2], [0.0, -0.1, 0.3], [-0.1, 0.1, -0.1], [0.2, 0.0, 0.0], [-0.1, 0.2, 0.0], [-0.1, -0.1, -0.1], [0.2, 0.0, -0.1], [-0.2, -0.3, -0.1], [0.0, 0.1, 0.2], [0.0, 0.0, 0.2], [-0.2, 0.0, 0.2], [0.5, -0.3, -0.8], [0.1, -0.5, 0.9], [0.2, 0.1, -1.3], [-0.5, 0.4, 0.9], [-0.1, 0.5, -0.9], [-0.1, 0.1, 0.7], [-0.2, 0.6, -1.1], [0.7, -0.2, -0.7], [0.0, -0.1, 0.0], [-0.1, 0.0, 0.0], [0.0, -0.1, 0.1], [0.0, 0.0, 0.0], [0.1, -0.3, 0.0], [0.0, 0.2, -0.1], [0.0, 0.0, 0.1], [0.0, 0.4, 0.2], [0.0, 0.1, 0.0], [0.5, -0.2, -0.3], [-0.2, 0.4, -0.1], [0.0, -0.2, -0.1], [-0.1, 0.1, 0.0], [0.0, -0.1, -0.1], [0.1, -0.1, 0.1], [0.0, -0.1, -0.1], [0.0, -0.1, 0.0], [0.0, 0.0, 0.0], [0.1, 0.1, -0.1], [0.0, -0.2, 0.2], [0.0, 0.2, 0.1], [-0.5, 0.1, -0.5], [0.0, -0.2, 0.1], [0.0, 0.0, 0.0], [0.0, -0.8, 0.5], [0.3, 0.2, -0.2], [0.2, -0.1, 0.1], [-0.2, -0.2, 0.0], [0.0, 0.0, 0.0], [0.0, 0.2, 0.1], [-0.4, -0.1, -0.2], [0.2, 0.4, 0.3], [0.1, 0.0, -0.1], [-0.2, -0.2, 0.0], [0.2, -0.1, 0.0], [0.0, 0.0, 0.0], [-0.1, 0.0, -0.2], [0.0, 0.0, 0.1], [0.0, -0.1, 0.1], [0.0, 0.1, 0.0], [0.0, 0.1, -0.1], [-0.1, 0.0, 0.1], [-0.1, 0.1, 0.0], [0.0, 0.0, 0.0], [0.1, 0.1, -0.2], [0.0, 0.0, -0.2], [0.0, 0.0, 0.0], [0.0, 0.0, -0.1], [0.0, 0.0, 0.0], [0.0, -0.1, -0.1], [0.0, -0.1, -0.1], [0.1, 0.0, 0.0], [0.1, 0.1, 0.0], [-0.1, 0.0, 0.0], [0.0, 0.0, 0.1], [-0.1, 0.0, -0.1], [-0.1, 0.0, -0.1], [0.1, 0.1, 0.1], [0.1, 0.1, 0.1], [0.1, 0.0, 0.1], [0.0, 0.0, 0.1], [-0.1, 0.0, 0.1], [0.1, 0.0, 0.0], [0.1, 0.0, 0.0], [-0.1, -0.1, 0.0], [-0.1, 0.0, 0.0], [-0.1, 0.1, -0.1], [0.0, 0.0, -0.1], [0.2, 0.0, 0.0], [0.1, 0.0, 0.1]]}

***

2.
{"formula": "C3H12N2O2", "method": "wB97M-V/def2-TZVPD", "lumo_ha": 0.02733, "smiles": "NCNCCO.O", "orbital_gap_ha": 0.3502, "relative_energy_kj_mol": 270.9, "multiplicity": 1, "elements": ["N", "C", "N", "C", "C", "O", "H", "H", "H", "H", "H", "H", "H", "H", "H", "H", "O", "H", "H"], "positions_angstrom": [[-0.468432, -2.365559, -0.809321], [-1.369223, -1.193507, -0.745117], [-0.623297, -0.123601, 0.065896], [0.070040, 0.862775, -0.728015], [0.033226, 2.190029, -0.106921], [1.022843, 2.610895, 0.825203], [0.501460, -2.153536, -1.209695], [-0.284547, -2.888776, 0.028260], [-1.281904, -0.830815, -1.741926], [-2.403710, -1.329109, -0.421358], [-1.039447, 0.368632, 0.967807], [1.085081, 0.618157, -0.660280], [-0.183903, 0.948857, -1.813302], [0.246367, 2.895759, -0.955492], [-0.942342, 2.327631, 0.351044], [1.769997, 1.946115, 0.819378], [1.256525, -1.425626, 2.370856], [2.035221, -1.404546, 1.896144], [0.576052, -1.053769, 1.866843]], "forces_ev_per_angstrom": [[0.6, -0.3, -1.3], [3.6, 0.6, 1.6], [-2.4, 0.4, 1.9], [-0.1, -0.6, 0.3], [0.3, 3.1, -1.4], [1.3, -2.1, 0.6], [-2.2, 0.0, 0.7], [-0.4, 0.2, 0.5], [-0.8, 0.4, -0.9], [0.4, -0.5, 0.1], [0.4, -1.7, -2.8], [2.1, -0.7, -0.7], [-0.3, -0.4, 0.9], [-1.1, -0.2, 0.5], [-0.2, 0.5, -0.1], [-1.2, 1.1, 0.1], [-0.9, -1.1, 3.2], [2.3, 0.2, -1.7], [-1.5, 1.0, -1.6]]}